Arrangement i

Here is a single C9H11NO2 molecule from the Open Molecules 2025 dataset. Energies are from ωB97M-V/def2-TZVPD.

For the frontier orbital gap, the calculation gives 8.49 eV. The calculation puts the highest occupied orbital energy at -7.6 eV.

Last column: Mulliken charge in e.
Cartesian coordinates (Å):
C  3.067  -0.161  0.033  -1.006
C  3.071  1.201  -0.006  -0.326
C  1.754  -0.592  -0.080  0.850
C  0.974  0.528  -0.008  -0.585
C  1.040  -1.894  0.151  -0.561
C  -0.403  -1.694  -0.304  -0.908
C  -2.854  0.888  -0.559  -0.382
C  -2.588  0.895  0.879  -0.332
C  -1.021  -0.324  -0.143  0.963
N  1.802  1.627  -0.075  0.053
O  -1.858  0.170  -1.201  -0.393
O  -1.755  -0.202  1.027  -0.364
H  3.984  -0.782  -0.018  0.322
H  3.844  2.046  -0.121  0.323
H  1.504  -2.778  -0.442  0.285
H  1.370  -2.185  1.210  0.220
H  -0.409  -1.728  -1.452  0.233
H  -1.043  -2.435  0.152  0.353
H  -3.811  0.457  -0.885  0.276
H  -2.782  1.864  -0.977  0.262
H  -2.024  1.760  1.198  0.260
H  -3.327  0.778  1.687  0.275
H  1.466  2.560  -0.065  0.182


Arrangement ii

Here is a single C9H11NO2 molecule from the Open Molecules 2025 dataset. Energies are from ωB97M-V/def2-TZVPD.

For the frontier orbital gap, the calculation gives 7.71 eV. The calculation puts the highest occupied orbital energy at -7.1 eV. As for the structure (SMILES): COC(=O)C=C1C=CN(C)C=C1.

Last column: Mulliken charge in e.
Cartesian coordinates (Å):
O  -1.293  -2.447  -2.818  -0.632
O  -2.255  -0.634  -1.761  -0.315
C  -1.239  -1.511  -1.999  0.389
C  0.039  -1.465  -1.244  -0.761
C  1.602  -0.959  0.597  -0.952
C  -0.251  0.408  0.323  -0.413
C  0.374  -0.741  -0.134  0.977
C  2.261  -0.025  1.243  -0.190
C  0.340  1.356  1.227  -0.282
N  1.649  1.182  1.659  0.118
C  -3.641  -0.839  -2.304  -0.643
C  2.309  2.216  2.482  -0.795
H  0.778  -2.174  -1.552  0.396
H  2.098  -1.875  0.435  0.379
H  -1.263  0.718  0.000  0.260
H  3.233  -0.254  1.562  0.381
H  -0.201  2.180  1.501  0.424
H  -4.416  -0.089  -1.993  0.260
H  -4.111  -1.761  -1.905  0.285
H  -3.673  -0.703  -3.383  0.281
H  1.697  3.113  2.394  0.259
H  2.586  1.974  3.584  0.257
H  3.378  2.328  2.088  0.318


Arrangement iii

Here is a single C9H11NO2 molecule from the Open Molecules 2025 dataset. Energies are from ωB97M-V/def2-TZVPD.

For the frontier orbital gap, the calculation gives 9.82 eV. The calculation puts the highest occupied orbital energy at -9.1 eV. As for the structure (SMILES): N[C@@H](Cc1ccccc1)C(=O)O.

Last column: Mulliken charge in e.
Cartesian coordinates (Å):
C  1.768  0.578  0.374  0.580
C  1.942  -0.893  0.628  0.273
C  0.665  0.921  -0.629  -1.322
C  -0.708  0.395  -0.246  0.598
C  -1.079  -0.876  -0.776  -0.326
C  -1.597  1.196  0.472  -0.294
C  -2.310  -1.424  -0.420  -0.530
C  -2.848  0.618  0.831  -0.472
C  -3.228  -0.663  0.340  -0.551
H  3.537  0.524  -0.658  0.298
H  2.943  2.036  -0.511  0.291
H  1.478  0.998  1.372  0.295
H  0.643  2.004  -0.849  0.481
H  1.012  0.462  -1.564  0.314
H  -0.333  -1.491  -1.313  0.328
H  -1.251  2.187  0.815  0.350
H  -2.541  -2.357  -0.932  0.346
H  -3.526  1.184  1.424  0.393
H  -4.166  -1.055  0.677  0.383
H  2.369  -2.502  -0.253  0.336
N  3.086  1.182  -0.004  -0.732
O  1.868  -1.447  1.705  -0.597
O  2.274  -1.578  -0.482  -0.443


Q: Which of them is the least stable? A: arrangement i.


Arrangement i

Here is 2 unconnected molecules or ions with the total composition C4H12N2O4 from the Open Molecules 2025 dataset. Energies are from ωB97M-V/def2-TZVPD.

For the frontier orbital gap, the calculation gives 8.01 eV. The calculation puts the highest occupied orbital energy at -8.4 eV.

Last column: Mulliken charge in e.
Cartesian coordinates (Å):
C  2.481  -0.946  -0.550  -0.645
O  2.270  0.367  -0.064  -0.437
C  0.904  0.687  0.149  -0.588
C  0.050  0.651  -1.139  -0.463
C  -0.887  -0.556  -1.323  -0.924
N  -1.441  -1.088  -0.041  -0.059
H  3.156  -1.481  0.124  0.294
H  1.567  -1.541  -0.618  0.189
H  2.990  -0.884  -1.514  0.267
H  0.900  1.716  0.501  0.300
H  0.516  0.090  0.982  0.485
H  -0.536  1.560  -1.251  0.404
H  0.751  0.651  -1.975  0.414
H  -1.733  -0.305  -1.960  0.357
H  -0.363  -1.367  -1.827  0.429
H  -2.102  -1.831  -0.271  0.393
H  -0.703  -1.529  0.507  0.365
H  -1.918  -0.349  0.500  0.203
N  -1.472  1.550  2.457  1.059
O  -2.163  1.199  1.451  -0.764
O  -0.685  0.723  2.956  -0.646
O  -1.582  2.684  2.904  -0.634


Arrangement ii

Here is a single C4H12N2O4 molecule from the Open Molecules 2025 dataset. Energies are from ωB97M-V/def2-TZVPD.

For the frontier orbital gap, the calculation gives 10.40 eV. The calculation puts the highest occupied orbital energy at -9.8 eV. As for the structure (SMILES): C[C@@H](O)[C@](N)(O)C(N)(O)O.

Last column: Mulliken charge in e.
Cartesian coordinates (Å):
C  1.304  0.077  -0.108  0.541
C  -0.079  0.084  0.594  0.523
C  -1.274  0.421  -0.334  0.007
C  -1.609  -0.673  -1.338  -1.456
N  1.541  1.320  -0.772  -0.699
N  -0.196  -1.183  1.290  -0.728
O  1.355  -0.979  -1.012  -0.518
O  2.285  -0.113  0.897  -0.587
O  -0.057  1.122  1.551  -0.681
O  -2.414  0.625  0.473  -0.598
H  2.152  -0.886  -1.547  0.366
H  2.035  -0.899  1.403  0.390
H  0.705  0.969  2.127  0.483
H  -2.155  1.220  1.188  0.384
H  -1.016  1.346  -0.870  0.355
H  2.538  1.451  -0.906  0.312
H  1.194  2.087  -0.208  0.256
H  -0.069  -1.937  0.623  0.251
H  -1.131  -1.256  1.680  0.352
H  -2.433  -0.331  -1.958  0.387
H  -1.928  -1.573  -0.818  0.335
H  -0.748  -0.892  -1.957  0.326


Q: Which of them is the least stable? A: arrangement i.


Arrangement i

Here is 2 unconnected molecules or ions with the total composition C6H12N2 from the Open Molecules 2025 dataset. Energies are from ωB97M-V/def2-TZVPD.

For the frontier orbital gap (spin up / spin down), the calculation gives 2.27 / 8.28 eV. The calculation puts the highest occupied orbital energy (spin up / spin down) at 1.2 / -4.9 eV. The charge is -1. As for the expectation value of S²: 0.75. As for the spin multiplicity: 2.

Last column: Löwdin spin population.
Cartesian coordinates (Å):
C  -0.593  -1.028  -1.117  0.020
C  1.838  1.522  -1.245  0.173
C  0.662  -0.243  -1.050  0.018
C  1.766  -0.520  -0.306  0.254
N  0.657  1.024  -1.601  0.003
N  2.586  0.587  -0.586  0.093
H  2.093  2.571  -1.450  0.033
H  3.570  0.587  -0.387  0.179
H  2.229  -1.354  0.316  0.107
H  -1.452  -0.452  -0.737  0.001
H  -0.577  -2.086  -0.634  0.013
H  -0.770  -1.349  -2.139  0.002
C  -2.165  0.024  2.612  0.044
C  -3.351  -0.873  2.141  0.015
H  -2.622  0.585  3.429  0.004
H  -1.231  -0.463  2.985  0.026
H  -1.828  0.627  1.737  0.006
H  -4.029  -0.448  1.389  0.001
H  -2.872  -1.836  1.772  0.004
H  -4.031  -1.296  2.912  0.002


Arrangement ii

Here is 2 unconnected molecules or ions with the total composition C6H12N2 from the Open Molecules 2025 dataset. Energies are from ωB97M-V/def2-TZVPD.

For the frontier orbital gap (spin up / spin down), the calculation gives 2.65 / 8.60 eV. The calculation puts the highest occupied orbital energy (spin up / spin down) at 1.2 / -4.9 eV. The charge is -1. As for the expectation value of S²: 0.75. As for the spin multiplicity: 2.

Last column: Löwdin spin population.
Cartesian coordinates (Å):
C  0.400  -2.412  -0.367  0.043
C  0.869  -2.812  1.080  0.043
H  -0.682  -2.354  -0.390  0.002
H  0.713  -1.404  -0.651  0.013
H  0.871  -3.162  -0.996  0.006
H  -0.004  -3.309  1.496  0.002
H  1.235  -1.979  1.670  0.020
H  1.757  -3.441  1.036  0.005
C  -1.820  0.641  -0.852  0.020
C  0.579  1.474  -0.557  0.218
C  -0.724  1.356  -0.170  0.009
C  -0.002  3.053  0.908  0.193
N  0.990  2.662  0.021  0.096
N  -1.073  2.305  0.767  0.002
H  1.246  1.057  -1.286  0.086
H  1.973  2.862  0.200  0.187
H  -1.427  -0.022  -1.628  0.007
H  -2.536  1.328  -1.328  0.003
H  0.178  4.050  1.272  0.044
H  -2.543  0.108  -0.225  0.002


Arrangement iii

Here is 2 unconnected molecules or ions with the total composition C6H12N2 from the Open Molecules 2025 dataset. Energies are from ωB97M-V/def2-TZVPD.

For the frontier orbital gap (spin up / spin down), the calculation gives 2.74 / 8.61 eV. The calculation puts the highest occupied orbital energy (spin up / spin down) at 1.2 / -4.8 eV. The charge is -1. As for the expectation value of S²: 0.75. As for the spin multiplicity: 2.

Last column: Löwdin spin population.
Cartesian coordinates (Å):
C  -2.168  1.401  -0.971  0.021
C  -1.234  1.895  -2.118  0.057
H  -3.109  1.945  -1.049  0.002
H  -2.313  0.339  -1.126  0.013
H  -1.668  1.630  -0.025  0.001
H  -1.831  1.849  -3.032  0.006
H  -0.306  1.330  -2.007  0.021
H  -1.160  2.996  -2.112  0.003
C  2.206  -0.307  2.350  0.028
C  1.568  -1.916  0.495  0.276
C  1.240  -0.939  1.405  0.014
C  -0.477  -1.217  0.216  0.128
N  0.424  -2.062  -0.306  0.096
N  -0.022  -0.455  1.180  0.002
H  2.499  -2.453  0.507  0.079
H  0.403  -2.741  -1.064  0.211
H  1.653  0.086  3.203  0.001
H  2.731  0.569  1.932  0.007
H  -1.453  -0.988  -0.159  0.021
H  3.018  -0.960  2.683  0.010


Q: Which of them is the least stable? A: arrangement i.


Arrangement i

Here is 2 unconnected molecules or ions with the total composition C3H6NO4 from the Open Molecules 2025 dataset. Energies are from ωB97M-V/def2-TZVPD.

For the frontier orbital gap, the calculation gives 9.15 eV. The calculation puts the highest occupied orbital energy at -5.3 eV. The charge is -1.

Last column: Mulliken charge in e.
Cartesian coordinates (Å):
O  1.784  1.197  1.060  -0.676
C  1.198  0.367  0.365  0.560
N  -0.162  0.285  0.374  -0.129
C  -0.898  -1.041  0.304  0.547
O  -0.220  -2.026  0.577  -0.674
O  -2.093  -0.933  -0.043  -0.775
C  2.021  -0.539  -0.505  -1.006
H  -0.519  0.867  1.120  0.248
H  1.640  -0.731  -1.503  0.288
H  2.141  -1.516  -0.024  0.248
H  3.049  -0.184  -0.407  0.354
H  -2.411  2.114  -0.188  0.276
H  -2.625  0.624  -0.377  0.440
O  -2.906  1.515  -0.753  -0.701


Arrangement ii

Here is a gas-phase ion, C3H6NO4 (charge -1) from the Open Molecules 2025 dataset. Energies are from ωB97M-V/def2-TZVPD.

For the frontier orbital gap, the calculation gives 8.63 eV. The calculation puts the highest occupied orbital energy at -4.5 eV. As for the structure (SMILES): CN(CC(=O)[O-])OO. The charge is -1.

Last column: Mulliken charge in e.
Cartesian coordinates (Å):
C  1.884  0.726  -0.115  0.647
C  -0.643  -0.667  0.719  -0.622
C  0.770  0.119  -1.074  -0.682
N  -0.644  -0.061  -0.631  -0.193
O  1.543  1.837  0.369  -0.748
O  2.953  0.072  -0.053  -0.733
O  -1.033  2.064  0.280  -0.435
O  -1.432  1.159  -0.725  -0.153
H  -0.623  -1.797  0.648  0.281
H  0.379  -0.501  1.247  0.220
H  -1.430  -0.506  1.465  0.270
H  1.033  -0.715  -1.724  0.321
H  0.681  0.887  -1.809  0.343
H  -0.049  1.967  0.283  0.484


Q: Which of them is the least stable? A: arrangement ii.


Arrangement i

Here is 2 unconnected molecules or ions with the total composition C3H4Cl2S from the Open Molecules 2025 dataset. Energies are from ωB97M-V/def2-TZVPD.

For the frontier orbital gap (spin up / spin down), the calculation gives 8.44 / 8.44 eV. The calculation puts the highest occupied orbital energy (spin up / spin down) at -8.6 / -8.6 eV.

Last column: Mulliken charge in e.
Cartesian coordinates (Å):
C  0.146  1.046  0.701  -0.516
C  -0.261  0.183  -0.176  -0.162
C  1.713  -1.083  -0.699  0.103
S  1.383  -2.805  -0.417  -0.150
Cl  2.820  -0.373  0.448  -0.163
Cl  2.083  -0.621  -2.321  -0.104
H  -0.515  1.722  1.062  0.304
H  1.047  0.957  1.202  0.200
H  -1.115  -0.166  -0.734  0.354
H  0.051  -2.710  -0.732  0.134


Arrangement ii

Here is a single C3H4Cl2S molecule from the Open Molecules 2025 dataset. Energies are from ωB97M-V/def2-TZVPD.

For the frontier orbital gap, the calculation gives 10.14 eV. The calculation puts the highest occupied orbital energy at -9.4 eV. As for the structure (SMILES): SC/C(Cl)=C/Cl.

Last column: Mulliken charge in e.
Cartesian coordinates (Å):
C  1.184  -1.091  0.418  -0.805
C  -0.020  -0.119  0.290  0.481
C  -0.078  0.995  1.036  -0.323
H  2.533  -0.219  -1.285  0.122
H  1.920  -0.800  1.074  0.382
H  0.902  -2.052  0.749  0.336
H  0.638  1.350  1.791  0.314
S  2.100  -1.455  -1.104  -0.182
Cl  -1.340  -0.523  -0.817  -0.167
Cl  -1.372  2.070  1.104  -0.157


Q: Which of them is the least stable? A: arrangement i.


Arrangement i

Here is 2 unconnected molecules or ions with the total composition C2HClF2O2 from the Open Molecules 2025 dataset. Energies are from ωB97M-V/def2-TZVPD.

For the frontier orbital gap (spin up / spin down), the calculation gives 5.97 / 5.97 eV. The calculation puts the highest occupied orbital energy (spin up / spin down) at -8.6 / -8.6 eV.

Last column: Mulliken charge in e.
Cartesian coordinates (Å):
C  -2.852  0.342  0.163  0.119
C  -2.607  -0.933  0.170  0.470
O  0.460  0.890  -0.147  -0.192
O  -0.377  1.267  0.805  -0.303
F  -3.510  -1.907  -0.040  -0.208
F  -1.414  -1.479  0.355  -0.158
Cl  -3.880  1.569  0.032  -0.076
H  0.807  0.007  0.099  0.347


Arrangement ii

Here is 2 unconnected molecules or ions with the total composition C2HClF2O2 from the Open Molecules 2025 dataset. Energies are from ωB97M-V/def2-TZVPD.

For the frontier orbital gap, the calculation gives 8.95 eV. The calculation puts the highest occupied orbital energy at -9.7 eV. As for the structure (SMILES): O=C=C(F)Cl.OF.

Last column: Mulliken charge in e.
Cartesian coordinates (Å):
C  -0.716  -0.260  0.571  0.550
C  -1.203  -0.334  -0.635  0.229
O  0.015  0.008  1.451  -0.487
O  2.393  0.120  0.311  -0.212
F  -1.206  -1.271  -1.561  -0.169
F  1.549  0.890  -0.544  -0.143
Cl  -2.648  0.750  -0.602  -0.160
H  1.815  0.097  1.008  0.393


Q: Which of them is the least stable? A: arrangement i.